# 1
Entry from the Open Molecules 2025 dataset: a molecular structure, C29H58F3NO39S9 (wB97M-V/def2-TZVPD).

Atoms and positions in Å:
N 0.745 -1.168 -0.567
C -0.245 -0.793 0.500
C -1.140 0.517 0.166
O -1.876 0.455 -1.090
C -3.032 -0.468 -0.980
C -4.360 0.458 -0.990
C -5.760 -0.343 -1.142
C -6.304 -1.029 0.226
C -5.321 -2.146 0.862
O -6.060 -3.194 1.566
C -2.902 -1.499 -2.221
C -2.242 -2.901 -1.719
O -2.978 -4.026 -2.312
C -2.091 -5.198 -2.171
C -1.920 -5.681 -0.636
F -1.761 -7.113 -0.478
F -3.091 -5.269 0.151
F -0.757 -5.068 0.032
H 0.863 -2.210 -0.490
H 1.697 -0.811 -0.302
H 0.350 -0.627 1.482
H -0.993 -1.668 0.716
H -1.863 0.838 1.013
H -0.381 1.406 0.052
H -2.963 -0.971 0.055
H -4.397 0.987 0.057
H -4.321 1.337 -1.762
H -5.786 -1.134 -1.982
H -6.565 0.460 -1.437
H -6.633 -0.247 1.036
H -7.293 -1.590 -0.066
H -4.646 -1.594 1.637
H -4.611 -2.604 0.052
H -5.522 -3.489 2.341
H -2.134 -1.037 -2.977
H -3.873 -1.676 -2.818
H -1.115 -2.909 -1.993
H -2.346 -2.947 -0.557
H -2.629 -6.051 -2.754
H -1.054 -4.990 -2.647
C -2.268 5.660 1.580
C -0.854 5.228 1.218
O -0.366 4.540 2.371
S -1.612 3.795 3.107
O -1.630 2.423 2.682
O -1.621 4.185 4.489
O -2.812 4.579 2.339
H -2.258 6.550 2.216
H -2.880 5.851 0.698
H -0.210 6.074 0.974
H -0.859 4.522 0.381
C 4.362 5.324 4.880
C 3.688 6.541 4.260
O 3.123 6.071 3.037
S 2.677 4.517 3.222
O 1.271 4.486 3.518
O 3.269 3.746 2.165
O 3.494 4.225 4.598
H 5.328 5.125 4.408
H 4.501 5.433 5.957
H 4.391 7.355 4.072
H 2.871 6.905 4.892
C 0.459 -7.389 -5.537
C -1.029 -7.678 -5.688
O -1.596 -6.464 -6.179
S -0.499 -5.709 -7.118
O -0.785 -6.032 -8.489
O -0.350 -4.361 -6.646
O 0.802 -6.569 -6.652
H 0.660 -6.822 -4.622
H 1.059 -8.302 -5.536
H -1.495 -7.966 -4.744
H -1.206 -8.459 -6.434
C 8.170 2.330 2.297
C 7.674 1.505 3.476
O 8.184 2.167 4.634
S 8.262 3.764 4.338
O 7.086 4.381 4.888
O 9.592 4.216 4.636
O 8.088 3.690 2.725
H 9.217 2.106 2.072
H 7.566 2.174 1.402
H 8.022 0.472 3.438
H 6.581 1.517 3.534
C -5.796 -6.115 -8.099
C -5.531 -4.625 -7.928
O -4.135 -4.463 -8.174
S -3.659 -5.565 -9.272
O -3.642 -4.935 -10.563
O -2.530 -6.282 -8.737
O -4.976 -6.523 -9.192
H -5.486 -6.676 -7.212
H -6.847 -6.326 -8.311
H -5.790 -4.268 -6.929
H -6.076 -4.039 -8.675
C 2.688 -4.928 -0.151
C 3.467 -5.383 1.077
O 4.813 -5.530 0.629
S 5.104 -4.439 -0.542
O 5.756 -3.306 0.052
O 5.628 -5.130 -1.685
O 3.559 -4.035 -0.843
H 2.468 -5.771 -0.813
H 1.757 -4.424 0.115
H 3.091 -6.322 1.484
H 3.453 -4.617 1.858
C 13.647 2.772 1.426
C 12.974 3.991 0.808
O 12.410 3.523 -0.416
S 11.964 1.970 -0.235
O 10.559 1.938 0.062
O 12.556 1.202 -1.292
O 12.779 1.675 1.140
H 14.614 2.573 0.954
H 13.784 2.879 2.504
H 13.677 4.805 0.623
H 12.157 4.353 1.440
C -7.221 7.318 1.065
C -6.962 8.810 1.232
O -5.569 8.976 0.972
S -5.100 7.874 -0.128
O -5.097 8.502 -1.420
O -3.968 7.161 0.397
O -6.407 6.913 -0.035
H -6.899 6.761 1.950
H -8.271 7.101 0.863
H -7.213 9.166 2.232
H -7.516 9.391 0.489
C -4.525 0.340 6.799
C -4.549 -0.704 5.690
O -4.600 0.044 4.476
S -3.792 1.442 4.681
O -2.466 1.277 4.157
O -4.654 2.524 4.296
O -3.707 1.400 6.305
H -5.526 0.741 6.984
H -4.115 -0.056 7.730
H -5.408 -1.373 5.766
H -3.627 -1.295 5.684

Atoms 1-2, force components in eV/Å:
N 0.37 -0.98 1.03
C -0.83 0.07 1.21

Frontier orbital gap in Ha: 0.3347
Largest force on an atom in eV Å⁻¹: 8.7
Multiplicity: 1
E_HOMO in eV: -8.95

=====

# 2
Entry from the Open Molecules 2025 dataset: 4 unconnected molecules or ions with the total composition C29H59BrNO10S (wB97M-V/def2-TZVPD).

Atoms and positions in Å:
C 3.622 -0.791 2.046
C 3.784 0.073 0.779
C 5.098 -0.263 0.083
C 3.620 1.575 1.139
C 4.825 2.466 0.837
C 2.402 2.213 0.508
O 1.221 1.355 0.780
S 0.233 1.294 -0.423
Br 0.790 -0.386 -1.717
C -1.375 0.852 0.332
C -2.212 0.107 -0.411
C -3.462 -0.166 0.100
C -3.727 0.366 1.351
C -2.771 1.085 2.008
N -1.550 1.355 1.526
H 4.588 -0.922 2.521
H 2.885 -0.358 2.711
H 3.233 -1.757 1.741
H 3.003 -0.263 0.109
H 5.075 0.104 -0.937
H 5.966 0.092 0.619
H 5.145 -1.344 -0.003
H 3.451 1.628 2.210
H 4.507 3.505 0.894
H 5.572 2.331 1.606
H 5.230 2.324 -0.156
H 2.235 3.179 0.972
H 2.525 2.374 -0.560
H -1.924 -0.247 -1.384
H -4.182 -0.754 -0.442
H -4.684 0.220 1.816
H -2.996 1.466 2.992
C -8.360 -5.872 -2.636
O -7.559 -5.093 -3.500
C -7.859 -3.710 -3.461
C -6.609 -2.865 -3.567
O -5.783 -2.869 -2.405
C -5.043 -4.055 -2.126
C -3.929 -4.353 -3.107
O -4.433 -4.848 -4.330
C -3.666 -4.477 -5.455
H -9.387 -5.946 -3.009
H -7.929 -6.871 -2.597
H -8.369 -5.458 -1.622
H -8.389 -3.452 -2.538
H -8.510 -3.473 -4.312
H -6.932 -1.826 -3.675
H -6.035 -3.113 -4.459
H -5.705 -4.913 -2.006
H -4.576 -3.874 -1.154
H -3.270 -5.117 -2.672
H -3.345 -3.437 -3.272
H -3.470 -3.397 -5.462
H -4.240 -4.729 -6.343
H -2.715 -5.020 -5.480
C -3.726 6.843 -4.792
O -3.125 5.624 -5.180
C -1.731 5.727 -5.415
C -0.996 4.499 -4.928
O -0.905 4.385 -3.510
C -2.065 4.031 -2.778
C -2.519 2.596 -2.958
O -3.148 2.414 -4.205
C -2.942 1.136 -4.767
H -3.781 7.540 -5.633
H -4.736 6.620 -4.453
H -3.178 7.310 -3.966
H -1.317 6.612 -4.921
H -1.568 5.825 -6.495
H 0.039 4.587 -5.267
H -1.401 3.591 -5.374
H -2.886 4.725 -2.963
H -1.776 4.149 -1.729
H -3.239 2.353 -2.161
H -1.645 1.934 -2.855
H -1.878 0.869 -4.765
H -3.287 1.169 -5.798
H -3.513 0.371 -4.226
C 4.812 1.605 5.428
O 5.050 0.701 6.476
C 4.145 -0.392 6.496
C 4.833 -1.688 6.860
O 5.673 -2.218 5.845
C 6.923 -1.590 5.595
C 7.955 -1.766 6.687
O 7.667 -0.943 7.803
C 8.052 -1.511 9.038
H 3.898 2.185 5.607
H 5.657 2.291 5.374
H 4.731 1.083 4.465
H 3.661 -0.511 5.519
H 3.371 -0.181 7.245
H 4.050 -2.439 6.993
H 5.360 -1.605 7.811
H 6.796 -0.536 5.343
H 7.310 -2.091 4.705
H 8.940 -1.482 6.293
H 7.986 -2.821 6.980
H 7.682 -2.537 9.134
H 7.611 -0.908 9.829
H 9.141 -1.504 9.152

Atoms 1-2, force components in eV/Å:
C -0.17 0.10 -0.85
C 0.34 -0.03 0.71

Frontier orbital gap in Ha: 0.2147
Net charge: +1
Largest force on an atom in eV Å⁻¹: 2.1
Multiplicity: 1
E_HOMO in eV: -10.66
Relative energy (zero: lowest compared OMol25 entry of this formula, charge and spin) in kcal per mole: 0.0

=====

# 3
Entry from the Open Molecules 2025 dataset: 8 unconnected molecules or ions with the total composition C29H59O22 (wB97M-V/def2-TZVPD).

Atoms and positions in Å:
C -0.038 0.771 0.836
O -1.178 0.421 1.540
H -0.237 1.545 0.095
H 0.802 1.094 1.451
H 0.311 -0.125 0.322
C -0.538 -7.888 3.262
C 0.346 -7.241 2.251
O -0.126 -5.903 2.007
C 0.616 -5.095 1.362
O 1.836 -5.247 1.160
O -0.202 -4.105 0.925
C 0.206 -3.003 0.190
H -0.681 -7.333 4.190
H -0.290 -8.937 3.424
H -1.557 -8.014 2.896
H 0.406 -7.767 1.298
H 1.339 -7.298 2.695
H 0.398 -3.271 -0.848
H 1.025 -2.413 0.602
H -0.624 -2.309 0.326
C 2.023 2.464 -2.070
C 2.993 1.872 -3.034
O 4.337 2.185 -2.704
C 5.102 2.924 -3.561
O 4.691 3.245 -4.687
O 6.301 3.174 -2.999
C 7.375 3.751 -3.764
H 1.008 2.410 -2.464
H 2.149 3.544 -1.990
H 2.140 1.983 -1.100
H 2.699 2.279 -4.002
H 2.914 0.786 -2.986
H 7.440 3.440 -4.806
H 8.328 3.456 -3.324
H 7.204 4.827 -3.721
C 4.154 -0.540 -0.129
C 4.530 -1.754 -1.040
O 3.385 -2.647 -1.174
C 3.627 -3.784 -1.833
O 4.718 -4.271 -2.078
O 2.437 -4.386 -2.059
C 2.474 -5.772 -2.588
H 4.828 0.312 -0.219
H 4.158 -0.829 0.922
H 3.180 -0.060 -0.222
H 5.310 -2.371 -0.593
H 4.879 -1.533 -2.049
H 3.370 -6.124 -3.099
H 1.647 -5.941 -3.277
H 2.275 -6.461 -1.767
C 0.713 5.067 0.674
C -0.483 5.589 1.530
O -1.640 5.494 0.720
C -2.680 4.748 0.984
O -2.631 3.908 1.878
O -3.674 4.976 0.155
C -4.896 4.343 0.238
H 0.448 4.025 0.494
H 1.641 5.353 1.171
H 0.909 5.438 -0.332
H -0.309 6.632 1.797
H -0.619 5.097 2.493
H -5.611 4.801 -0.446
H -5.351 4.161 1.211
H -4.840 3.359 -0.229
C -2.945 1.490 -1.274
C -2.321 2.624 -2.118
O -2.270 2.413 -3.513
C -1.375 3.140 -4.278
O -0.721 4.057 -3.840
O -1.293 2.597 -5.537
C -2.029 1.417 -5.971
H -3.058 1.637 -0.200
H -2.427 0.533 -1.327
H -3.930 1.182 -1.626
H -1.321 2.827 -1.735
H -2.807 3.570 -1.881
H -1.562 0.470 -5.699
H -2.040 1.475 -7.060
H -3.069 1.293 -5.671
C 2.916 3.206 4.241
C 1.524 2.522 4.214
O 1.714 1.349 5.061
C 0.642 0.697 5.535
O -0.513 0.959 5.280
O 0.969 -0.324 6.402
C 2.195 -0.482 7.055
H 3.037 3.898 3.407
H 3.742 2.495 4.239
H 3.116 3.835 5.108
H 1.270 2.153 3.221
H 0.778 3.271 4.480
H 2.351 -1.549 7.212
H 2.253 0.070 7.993
H 3.032 -0.007 6.542
C -8.414 -3.055 -0.194
C -7.345 -3.346 -1.239
O -6.102 -3.543 -0.539
C -5.259 -2.555 -0.402
O -5.287 -1.450 -1.018
O -4.465 -2.857 0.583
C -3.352 -2.013 0.910
H -8.338 -2.069 0.264
H -8.419 -3.704 0.681
H -9.416 -3.029 -0.622
H -7.236 -2.650 -2.071
H -7.348 -4.335 -1.696
H -3.814 -1.383 1.669
H -3.006 -1.327 0.137
H -2.528 -2.557 1.374

Atoms 1-2, force components in eV/Å:
C -2.35 -1.27 1.06
O 0.63 0.23 -0.35

Frontier orbital gap in Ha: 0.1820
Net charge: -1
Largest force on an atom in eV Å⁻¹: 4.7
Multiplicity: 1
E_HOMO in eV: -2.63
Relative energy (zero: lowest compared OMol25 entry of this formula, charge and spin) in kcal per mole: 83.7

=====

# 4
Entry from the Open Molecules 2025 dataset: a molecular structure, C29H60F15Mg2O27S5 (wB97M-V/def2-TZVPD).

Atoms and positions in Å:
Mg -0.101 -0.266 3.457
Mg 3.290 -1.056 0.378
C 1.468 -4.541 2.733
F 2.117 -5.289 1.866
F 0.359 -5.161 3.159
F 2.236 -4.314 3.793
S 0.922 -2.967 1.907
O 0.333 -2.184 2.993
O 2.163 -2.373 1.405
O 0.013 -3.328 0.850
C 4.233 -0.621 4.731
F 5.476 -0.697 4.303
F 3.765 -1.865 4.896
F 4.166 0.008 5.904
S 3.207 0.307 3.492
O 3.601 1.682 3.663
O 3.570 -0.298 2.226
O 1.793 0.081 3.808
C -0.702 0.660 -0.814
F -1.842 1.195 -0.335
F -0.923 -0.618 -1.042
F -0.368 1.310 -1.911
S 0.594 0.861 0.519
O 0.822 2.262 0.721
O -0.087 0.140 1.621
O 1.750 0.120 0.062
C 2.517 -3.921 -2.977
F 1.999 -4.219 -4.171
F 1.852 -4.592 -2.038
F 3.793 -4.298 -2.984
S 2.431 -2.062 -2.690
O 1.042 -1.672 -2.739
O 2.994 -1.940 -1.336
O 3.287 -1.550 -3.724
C 4.779 2.828 -0.860
F 3.476 2.898 -1.155
F 5.435 3.777 -1.530
F 4.920 3.078 0.450
S 5.437 1.114 -1.239
O 6.769 1.152 -0.668
O 4.511 0.303 -0.429
O 5.317 0.970 -2.661
C -6.146 0.997 -3.623
O -5.109 1.250 -4.551
C -4.463 2.497 -4.440
C -3.413 2.558 -3.333
O -3.938 2.390 -2.027
C -4.650 3.486 -1.514
H -5.775 1.096 -2.599
H -6.450 -0.037 -3.753
H -6.950 1.735 -3.732
H -5.226 3.265 -4.254
H -3.957 2.692 -5.386
H -2.869 3.513 -3.359
H -2.683 1.761 -3.474
H -3.999 4.173 -0.962
H -5.424 3.136 -0.832
H -5.133 4.070 -2.302
C 2.737 2.269 -4.758
O 4.072 2.083 -5.172
C 4.724 3.302 -5.374
C 6.182 2.982 -5.711
O 6.706 2.151 -4.735
C 8.080 2.377 -4.478
H 2.348 1.331 -4.372
H 2.102 2.646 -5.575
H 2.688 3.044 -3.982
H 4.792 3.886 -4.443
H 4.282 3.905 -6.178
H 6.736 3.918 -5.889
H 6.172 2.572 -6.739
H 8.392 1.669 -3.715
H 8.232 3.417 -4.176
H 8.647 2.166 -5.395
C -2.865 -1.215 2.133
O -2.050 -0.811 3.251
C -2.408 -1.649 4.359
C -1.708 -1.162 5.638
O -0.396 -0.666 5.410
C 0.199 -0.244 6.632
H -2.812 -2.292 2.024
H -2.602 -0.591 1.279
H -3.886 -0.834 2.261
H -2.083 -2.668 4.119
H -3.489 -1.714 4.489
H -1.850 -1.934 6.398
H -2.322 -0.329 6.007
H 0.501 -1.094 7.245
H -0.480 0.412 7.176
H 1.112 0.297 6.389
C 2.081 4.430 2.606
O 1.481 4.333 3.873
C 2.426 4.375 4.924
C 2.001 3.450 6.047
O 0.685 3.843 6.455
C 0.402 3.409 7.761
H 2.883 3.731 2.362
H 2.453 5.448 2.406
H 1.341 4.287 1.821
H 2.603 5.415 5.217
H 3.401 3.993 4.598
H 2.722 3.545 6.865
H 1.952 2.423 5.679
H -0.611 3.685 8.048
H 1.072 3.881 8.496
H 0.577 2.328 7.847
C -4.373 -2.445 -0.916
O -5.254 -2.741 0.150
C -5.071 -4.038 0.682
C -5.970 -4.145 1.922
O -5.108 -4.089 3.070
C -5.803 -4.182 4.282
H -3.311 -2.413 -0.650
H -4.623 -1.449 -1.284
H -4.528 -3.124 -1.758
H -4.037 -4.084 1.030
H -5.424 -4.825 0.009
H -6.462 -5.123 1.963
H -6.677 -3.316 1.991
H -5.093 -4.096 5.104
H -6.276 -5.172 4.366
H -6.583 -3.420 4.398
C -1.376 -2.272 -6.774
O -2.682 -1.946 -6.370
C -2.700 -1.008 -5.315
C -2.026 -1.434 -4.037
O -2.453 -2.728 -3.671
C -1.500 -3.612 -3.105
H -1.433 -3.196 -7.349
H -0.713 -2.517 -5.935
H -0.878 -1.471 -7.330
H -3.718 -0.657 -5.137
H -2.250 -0.070 -5.689
H -2.361 -0.729 -3.258
H -0.935 -1.347 -4.004
H -0.709 -3.765 -3.847
H -2.030 -4.561 -3.015
H -1.092 -3.320 -2.136

Atoms 1-2, force components in eV/Å:
Mg 0.84 -0.76 -0.50
Mg -0.03 0.64 -0.78

Frontier orbital gap in Ha: 0.2861
Net charge: -1
Largest force on an atom in eV Å⁻¹: 2.3
Multiplicity: 1
E_HOMO in eV: -6.67